No. 1
Below is a structure of composition C17H15F3IrN5O3S5, with properties calculated with wB97M-V/def2-TZVPD.

Results
HOMO level (alpha / beta) = -10.8 / -11.4 eV
LUMO energy (alpha / beta) = -3.78 / -5.18 eV
2S+1 = 2
Net charge = +1
Electronic energy = -3550.95351 hartree

Last column: Mulliken spin population.
Geometry (Å):
1 Ir -0.653 0.073 0.036  0.05
2 O -0.291 0.162 2.227  0.00
3 N 0.908 0.225 2.627  0.00
4 N 1.808 0.189 1.742  0.00
5 O 1.543 0.069 0.456  -0.02
6 C 3.180 0.204 2.140  0.00
7 C 3.528 0.168 3.487  0.00
8 C 4.867 0.109 3.828  0.00
9 C 5.847 0.090 2.845  0.00
10 C 5.489 0.147 1.507  0.00
11 C 4.152 0.208 1.148  0.00
12 H 2.761 0.180 4.247  0.00
13 H 5.150 0.075 4.871  0.00
14 H 6.891 0.044 3.122  0.00
15 H 6.249 0.151 0.738  0.00
16 H 3.845 0.272 0.114  0.00
17 O -0.511 5.151 -4.821  0.05
18 C -0.457 4.314 -3.983  0.01
19 S -0.670 4.619 -2.244  0.02
20 C -0.516 2.962 -1.713  0.12
21 C -0.269 2.011 -2.698  0.19
22 S -0.052 0.352 -2.421  0.24
23 S -0.154 2.580 -4.337  0.04
24 S -0.670 2.656 -0.064  0.31
25 F -7.643 0.428 -1.020  0.00
26 C -7.096 0.088 0.151  0.00
27 F -7.537 -1.137 0.467  0.00
28 F -7.556 0.934 1.082  0.00
29 C -5.585 0.116 0.099  0.00
30 C -4.916 0.455 -1.067  0.01
31 C -3.534 0.440 -1.048  0.01
32 N -2.841 0.115 0.043  -0.01
33 C -3.485 -0.195 1.168  0.01
34 C -4.865 -0.210 1.240  -0.01
35 H -5.453 0.718 -1.965  0.00
36 H -2.966 0.691 -1.933  0.01
37 H -2.874 -0.434 2.029  0.00
38 H -5.364 -0.475 2.160  0.00
39 C 2.481 -2.517 -2.552  0.00
40 N 1.188 -2.581 -1.891  0.01
41 C 1.008 -2.602 -0.584  0.00
42 N 2.030 -2.794 0.233  0.00
43 S -0.597 -2.470 0.055  0.00
44 H 2.321 -2.491 -3.624  0.00
45 H 3.086 -3.395 -2.319  0.00
46 H 3.016 -1.614 -2.250  0.00
47 H 0.360 -2.478 -2.455  0.00
48 H 2.982 -2.798 -0.097  0.00
49 H 1.867 -2.803 1.225  0.00


No. 2
Below is a structure of composition C28H33BrCrN2PSi, with properties calculated with wB97M-V/def2-TZVPD.

Results
HOMO level (alpha / beta) = -14.4 / -14.4 eV
LUMO energy (alpha / beta) = -7.16 / -6.63 eV
2S+1 = 2
Net charge = +2
Electronic energy = -5445.09117 hartree

Last column: Mulliken spin population.
Geometry (Å):
1 Cr 0.090 -0.640 -0.131  1.28
2 C -0.980 -0.801 5.361  0.00
3 C -0.012 -0.851 4.204  0.00
4 C 1.365 -0.992 4.380  0.00
5 C 2.238 -1.037 3.297  0.00
6 C 1.667 -0.947 2.060  0.00
7 Br 2.630 -0.964 0.431  0.00
8 N 0.362 -0.812 1.845  -0.03
9 C -0.466 -0.754 2.904  0.01
10 H -0.453 -0.711 6.309  0.00
11 H -1.583 -1.710 5.398  0.00
12 H -1.663 0.045 5.271  0.00
13 H 1.768 -1.065 5.384  0.00
14 H 3.308 -1.144 3.417  0.00
15 H -1.521 -0.630 2.690  0.00
16 N -2.009 -0.391 -0.211  -0.02
17 C -2.595 0.960 -0.246  0.01
18 C -3.970 1.107 -0.212  0.00
19 C -4.521 2.377 -0.282  0.00
20 C -3.693 3.487 -0.397  0.00
21 C -2.315 3.329 -0.444  0.00
22 C -1.751 2.057 -0.375  0.00
23 P 0.037 1.744 -0.390  -0.09
24 C 0.883 3.318 -0.249  0.01
25 C 1.082 4.119 -1.374  0.00
26 C 1.654 5.374 -1.222  0.00
27 C 2.024 5.824 0.042  0.00
28 C 1.828 5.024 1.159  0.00
29 C 1.260 3.767 1.015  0.00
30 C 0.381 0.971 -2.008  -0.02
31 C -0.636 0.489 -2.842  0.00
32 C -0.323 -0.181 -4.018  0.00
33 C 1.002 -0.371 -4.373  0.00
34 C 2.030 0.112 -3.558  0.00
35 C 1.726 0.767 -2.380  0.00
36 H -2.283 -0.876 -1.059  0.00
37 H -2.457 -0.920 0.533  0.00
38 H -4.612 0.235 -0.132  0.00
39 H -5.596 2.497 -0.250  0.00
40 H -4.122 4.480 -0.449  0.00
41 H -1.675 4.201 -0.532  0.00
42 H 0.793 3.773 -2.361  0.00
43 H 1.811 6.001 -2.090  0.00
44 H 2.471 6.804 0.154  0.00
45 H 2.121 5.377 2.140  0.00
46 H 1.107 3.141 1.888  0.00
47 H -1.674 0.681 -2.599  0.00
48 H -1.116 -0.538 -4.664  0.00
49 H 1.244 -0.883 -5.296  0.00
50 H 3.064 -0.022 -3.852  0.00
51 H 2.524 1.156 -1.758  0.00
52 C 2.331 -4.232 -1.182  0.00
53 Si 0.605 -3.956 -0.588  0.00
54 C -0.541 -5.205 -1.311  -0.01
55 C 0.520 -4.072 1.265  0.00
56 C -0.057 -2.283 -1.245  -0.15
57 H 2.556 -5.304 -1.136  0.00
58 H 3.084 -3.719 -0.582  0.00
59 H 2.444 -3.921 -2.225  0.00
60 H -0.148 -6.212 -1.136  0.00
61 H -0.651 -5.071 -2.392  0.00
62 H -1.534 -5.148 -0.851  0.00
63 H 0.605 -5.127 1.550  0.00
64 H -0.436 -3.709 1.659  0.00
65 H 1.336 -3.544 1.768  0.00
66 H -1.087 -2.461 -1.581  0.01
67 H 0.529 -2.012 -2.140  0.00


No. 3
Below is a cluster of 2 separate species, C2H7NOS2 in total, with properties calculated with wB97M-V/def2-TZVPD.

Results
HOMO level = -9.3 eV
LUMO energy = 0.36 eV
SMILES string = NC=O.CSS
Net charge = 0
Electronic energy = -1006.76744 hartree

Last column: Mulliken charge in e.
Geometry (Å):
1 C -3.493 -1.000 -2.194  -0.71
2 S -2.343 -1.128 -3.706  -0.04
3 S -0.957 0.193 -3.153  -0.24
4 H -4.400 -0.468 -2.475  0.27
5 H -2.920 -0.426 -1.495  0.28
6 H -3.749 -1.996 -1.889  0.27
7 H -1.383 1.328 -3.815  0.17
8 C 3.119 -0.037 3.413  0.15
9 N 3.282 1.206 2.839  -0.33
10 O 3.462 -0.309 4.536  -0.53
11 H 2.674 -0.765 2.724  0.28
12 H 3.652 2.007 3.338  0.22
13 H 3.056 1.395 1.877  0.20


No. 4
Below is a structure of composition C23H22F5N2NiO3PSTe, with properties calculated with wB97M-V/def2-TZVPD.

Results
HOMO level (alpha / beta) = -8.7 / -9.3 eV
LUMO energy (alpha / beta) = -0.49 / -1.16 eV
2S+1 = 3
Net charge = 0
Electronic energy = -4240.15162 hartree

Last column: Mulliken spin population.
Geometry (Å):
1 Ni -0.459 1.378 -0.064  1.68
2 O -2.477 1.043 -3.478  0.03
3 C -1.442 0.914 -2.864  -0.01
4 O -1.014 1.556 -1.865  0.03
5 C -0.453 -0.155 -3.392  0.02
6 C -0.536 -0.448 -4.745  0.00
7 C 0.329 -1.366 -5.311  0.00
8 C 1.270 -2.011 -4.520  0.00
9 C 1.336 -1.739 -3.167  0.00
10 C 0.481 -0.798 -2.589  -0.03
11 P 0.665 -0.457 -0.803  0.11
12 C 2.412 0.047 -0.780  -0.02
13 C 3.490 -0.826 -0.700  0.00
14 C 4.778 -0.329 -0.813  0.00
15 C 4.987 1.026 -1.018  0.00
16 C 3.914 1.902 -1.069  0.00
17 C 2.627 1.416 -0.939  -0.01
18 C 0.624 -2.119 -0.079  0.01
19 C -0.116 -3.140 -0.670  0.01
20 C -0.223 -4.366 -0.040  -0.01
21 C 0.394 -4.576 1.183  0.01
22 C 1.095 -3.548 1.796  -0.01
23 C 1.203 -2.318 1.176  0.01
24 H -1.288 0.059 -5.332  0.00
25 H 0.274 -1.574 -6.368  0.00
26 H 1.954 -2.724 -4.957  0.00
27 H 2.064 -2.242 -2.547  0.00
28 H 3.329 -1.884 -0.541  0.00
29 H 5.620 -1.003 -0.750  0.00
30 H 5.994 1.400 -1.126  0.00
31 H 4.083 2.959 -1.213  0.00
32 H 1.758 2.085 -0.952  0.04
33 H -0.586 -2.972 -1.629  0.00
34 H -0.786 -5.159 -0.505  0.00
35 H 0.324 -5.542 1.657  0.00
36 H 1.551 -3.705 2.761  0.00
37 H 1.741 -1.504 1.642  0.00
38 C -1.478 2.332 4.290  0.00
39 N -1.656 1.122 3.535  0.00
40 C -2.955 0.465 3.543  0.00
41 C -2.767 -0.677 2.539  0.00
42 N -1.588 -0.246 1.801  0.02
43 C -0.933 0.719 2.502  0.00
44 S 0.623 1.230 2.089  0.08
45 H -1.365 2.099 5.348  0.00
46 H -2.355 2.973 4.169  0.00
47 H -0.599 2.867 3.931  0.00
48 H -3.724 1.173 3.216  0.00
49 H -3.193 0.116 4.552  0.00
50 H -3.617 -0.797 1.869  0.00
51 H -2.574 -1.630 3.044  0.00
52 H -1.071 -0.917 1.245  0.00
53 F -3.922 3.781 -0.513  0.00
54 Te -2.700 4.145 0.909  0.01
55 F -3.966 3.340 2.167  0.00
56 F -1.832 4.865 2.489  0.00
57 F -1.710 5.392 -0.143  0.00
58 F -3.846 5.651 1.180  0.00
59 O -1.686 2.714 0.846  0.01


No. 5
Below is a structure of composition C3H5O3Rb, with properties calculated with wB97M-V/def2-TZVPD.

Results
HOMO level (alpha / beta) = -12.8 / -12.8 eV
LUMO energy (alpha / beta) = -3.73 / -5.19 eV
2S+1 = 2
Net charge = +1
Electronic energy = -366.71414 hartree

Last column: Mulliken spin population.
Geometry (Å):
1 H 0.447 -1.108 2.013  0.02
2 C 0.438 -0.024 1.842  0.08
3 C 0.510 0.525 0.419  0.02
4 O -0.721 0.280 -0.284  0.00
5 C -0.706 0.175 -1.581  0.01
6 O -1.922 -0.060 -1.969  0.00
7 H -0.526 0.232 2.296  0.04
8 H 1.018 1.018 2.052  -0.01
9 H 0.711 1.614 0.367  0.01
10 H -2.067 0.314 -2.847  0.00
11 Rb 1.372 -2.433 -2.429  0.00
12 O 1.447 -0.534 0.121  0.83


Energy above the lowest of the compared OMol25 structures with the same formula, charge and spin in kJ/mol, matching the order above: 151.7 3.4 43.6 34.3 267.4